Version P
{"formula": "C2H7OS2", "method": "wB97M-V/def2-TZVPD", "elements": ["C", "O", "H", "H", "H", "C", "S", "S", "H", "H", "H", "H"], "xyz": [[-2.890, 1.861, 0.335], [-4.016, 1.804, 0.758], [-2.333, 2.814, 0.258], [2.539, -1.826, -3.645], [-2.306, 0.967, 0.039], [1.087, -1.243, 1.330], [2.193, 0.043, 0.629], [0.841, 1.469, -0.087], [1.036, -2.032, 0.598], [1.572, -1.578, 2.249], [0.155, -0.808, 1.680], [2.121, -1.471, -4.141]], "mulliken_charge": [0.049, -0.466, 0.209, -0.019, 0.177, -0.758, -0.211, -0.701, 0.214, 0.244, 0.244, 0.019], "multiplicity": 1, "gap_ev": 6.0, "charge": -1, "lumo_ha": 0.136}

=====

Version Q
{"formula": "C2H7OS2", "method": "wB97M-V/def2-TZVPD", "elements": ["C", "O", "H", "H", "H", "C", "S", "S", "H", "H", "H", "H"], "xyz": [[2.295, 0.065, 0.586], [3.056, 0.830, 1.118], [1.696, 0.350, -0.284], [1.605, -4.909, 1.481], [2.096, -0.895, 1.074], [-1.571, 1.995, -0.515], [-1.228, 0.392, 0.224], [-0.738, -1.317, -0.775], [-1.667, 2.755, 0.260], [-0.780, 2.468, -1.124], [-2.473, 2.066, -1.140], [1.584, -5.177, 0.821]], "mulliken_charge": [0.054, -0.477, 0.153, -0.003, 0.222, -0.864, -0.221, -0.663, 0.275, 0.260, 0.260, 0.004], "multiplicity": 1, "gap_ev": 6.1, "charge": -1, "lumo_ha": 0.139}

=====

Version R
{"formula": "C2H7OS2", "method": "wB97M-V/def2-TZVPD", "elements": ["C", "O", "H", "H", "H", "C", "S", "S", "H", "H", "H", "H"], "xyz": [[-2.538, -0.850, 0.579], [-3.642, -0.341, 0.832], [-2.445, -1.374, -0.449], [1.218, -4.336, -4.601], [-1.488, -0.574, 1.046], [1.259, 1.008, 1.738], [0.556, 1.115, -0.147], [1.572, -0.488, -0.949], [1.700, 0.109, 1.747], [1.940, 1.894, 1.821], [0.383, 1.076, 2.283], [1.443, -5.045, -4.876]], "mulliken_charge": [0.155, -0.460, 0.212, -0.039, 0.053, -0.851, -0.214, -0.689, 0.290, 0.251, 0.253, 0.040], "multiplicity": 1, "gap_ev": 6.0, "charge": -1, "lumo_ha": 0.137}

=====

Which one sits at the bottom of the stability order? version R does.

=====

Version P
{"formula": "C4H7FO", "method": "wB97M-V/def2-TZVPD", "elements": ["O", "C", "C", "C", "C", "F", "H", "H", "H", "H", "H", "H", "H"], "xyz": [[-2.034, -0.614, -0.403], [-1.061, -0.201, 0.497], [-0.732, 1.294, 0.060], [0.108, -0.001, -0.311], [1.269, -0.490, 0.311], [2.438, 0.055, -0.280], [-2.916, -0.715, 0.331], [-0.898, -0.131, 1.591], [-0.185, 1.924, 0.749], [-1.304, 1.990, -0.690], [-0.370, -0.337, -1.232], [1.220, -0.398, 1.489], [1.272, -1.532, 0.160]], "mulliken_charge": [-0.505, -0.131, -0.673, -0.089, -0.262, -0.304, 0.356, 0.336, 0.300, 0.210, 0.286, 0.187, 0.288], "multiplicity": 1, "gap_ev": 9.7, "lumo_ha": 0.019}

=====

Version Q
{"formula": "C4H7FO", "method": "wB97M-V/def2-TZVPD", "elements": ["C", "C", "F", "C", "C", "O", "H", "H", "H", "H", "H", "H", "H"], "xyz": [[-1.800, -0.189, -0.210], [-0.366, 0.367, -0.430], [-0.401, 1.547, 0.150], [0.747, -0.494, 0.250], [2.014, 0.233, 0.301], [2.730, 0.356, -0.613], [-2.490, 0.570, -0.490], [-2.031, -1.114, -0.735], [-1.782, -0.462, 0.941], [-0.238, 0.582, -1.474], [0.873, -1.491, -0.217], [0.471, -0.670, 1.311], [2.272, 0.765, 1.217]], "mulliken_charge": [-1.151, 0.300, -0.312, -0.522, -0.123, -0.423, 0.336, 0.336, 0.254, 0.308, 0.344, 0.286, 0.368], "multiplicity": 1, "gap_ev": 10.9, "lumo_ha": 0.038}

=====

Version R
{"formula": "C4H7FO", "method": "wB97M-V/def2-TZVPD", "elements": ["C", "C", "O", "C", "C", "F", "H", "H", "H", "H", "H", "H", "H"], "xyz": [[0.687, 1.366, 0.168], [0.234, -0.132, -0.047], [1.305, -0.699, -0.701], [-0.667, -1.044, 0.675], [-1.066, -0.497, -0.544], [-1.971, 0.498, -0.387], [0.031, 2.142, 0.529], [1.651, 1.495, 0.671], [0.787, 1.698, -0.925], [1.820, -1.307, 0.068], [-1.351, -0.601, 1.346], [-0.254, -2.064, 0.868], [-1.208, -0.857, -1.720]], "mulliken_charge": [-1.212, 0.563, -0.555, -0.802, 0.158, -0.283, 0.342, 0.299, 0.265, 0.377, 0.286, 0.261, 0.301], "multiplicity": 1, "gap_ev": 10.6, "lumo_ha": 0.028}

=====

Version S
{"formula": "C4H7FO", "method": "wB97M-V/def2-TZVPD", "elements": ["C", "O", "C", "C", "C", "F", "H", "H", "H", "H", "H", "H", "H"], "xyz": [[-1.511, 1.053, -0.012], [-0.103, 1.094, -0.082], [0.328, -0.149, -0.185], [1.810, -0.219, 0.069], [-0.351, -1.254, -0.112], [-1.693, -1.376, 0.046], [-1.772, 1.039, 1.123], [-1.921, 2.040, -0.195], [-2.008, 0.450, -0.804], [2.454, -0.221, -0.971], [2.112, 0.949, 0.607], [2.330, -1.250, 0.604], [0.327, -2.158, -0.087]], "mulliken_charge": [-0.753, -0.364, 0.595, -0.969, -0.173, -0.234, 0.297, 0.261, 0.318, 0.232, 0.240, 0.275, 0.275], "multiplicity": 1, "gap_ev": 9.7, "lumo_ha": 0.036}

=====

Which one sits at the bottom of the stability order? version P does.

=====

Version P
{"formula": "Br5HSi2", "method": "wB97M-V/def2-TZVPD", "elements": ["Br", "Si", "Br", "Si", "Br", "Br", "Br", "H"], "xyz": [[-1.993, 1.901, -0.892], [-1.432, 0.067, 0.138], [-2.007, 0.077, 2.262], [1.233, -0.319, -0.058], [2.284, -0.213, 1.939], [1.955, -2.004, -1.380], [1.749, 1.451, -1.355], [-1.790, -0.960, -0.654]], "mulliken_charge": [-0.151, 0.553, -0.162, 0.516, -0.208, -0.216, -0.220, -0.113], "multiplicity": 1, "gap_ev": 8.8, "lumo_ha": -0.028}

=====

Version Q
{"formula": "Br5HSi2", "method": "wB97M-V/def2-TZVPD", "elements": ["Si", "Si", "Br", "Br", "Br", "Br", "Br", "H"], "xyz": [[1.037, -0.070, -0.930], [3.127, -0.002, 0.064], [0.416, 1.217, -2.626], [0.531, 3.344, 0.590], [4.414, 1.617, -0.787], [2.906, 0.305, 2.308], [4.002, -1.973, -0.362], [0.834, -1.565, -1.083]], "mulliken_charge": [0.278, 0.593, -0.097, -0.185, -0.171, -0.172, -0.198, -0.049], "multiplicity": 1, "gap_ev": [8.1, 4.9], "lumo_ha": [-0.083, -0.129]}

=====

Which one sits at the bottom of the stability order? version Q does.